Entry 1:
ORCA calculation (ωB97M-V with the def2-TZVPD basis set) on an isolated molecule of C6H12O.

Computed properties:
**Highest occupied orbital energy**: -7.02 eV
**Energy above the lowest of the compared OMol25 structures with the same formula, charge and spin**: 119.5 kcal/mol
**Maximum force**: 0.3 eV/Å
**Frontier orbital gap**: 8.062 eV
**Total charge**: 0
**DFT total energy**: -310.86882 hartree

Last column: Löwdin charge in e.
Geometry (Å):
C 0.321 0.073 2.364  -0.077
C -0.399 0.632 1.275  -0.253
C 0.307 1.437 0.206  -0.211
O -0.310 1.332 -1.038  -0.118
C -0.474 -0.058 -1.397  -0.427
C 0.836 -0.620 -1.942  -0.055
C -0.992 -0.818 -0.196  -0.073
H 1.399 -0.024 2.300  0.059
H -0.254 -0.646 1.235  0.143
H -0.180 -0.165 3.292  0.053
H -1.440 0.891 1.451  0.140
H 0.262 2.487 0.515  0.143
H 1.367 1.139 0.180  0.127
H -1.202 -0.023 -2.217  0.139
H 1.235 0.038 -2.720  0.083
H 0.674 -1.613 -2.372  0.082
H 1.592 -0.724 -1.155  0.077
H -0.608 -1.847 -0.154  0.089
H -2.082 -0.820 -0.106  0.079

=====

Entry 2:
ORCA calculation (ωB97M-V with the def2-TZVPD basis set) on a 2-piece molecular cluster, C6H12O overall at a distorted geometry.

Computed properties:
**Highest occupied orbital energy**: -8.16 eV
**Energy above the lowest of the compared OMol25 structures with the same formula, charge and spin**: 124.9 kcal/mol
**Maximum force**: 4.4 eV/Å
**Frontier orbital gap**: 8.849 eV
**Total charge**: 0
**SMILES string**: C#CCC.CCO
**DFT total energy**: -310.86019 hartree

Last column: Löwdin charge in e.
Geometry (Å):
C -0.996 0.291 2.181  0.083
C -0.751 0.223 0.996  -0.147
C -1.618 0.101 -0.536  -0.179
C -1.856 1.496 -1.086  -0.122
H -1.136 0.217 3.226  0.024
H -2.525 -0.336 -0.126  0.093
H -1.330 -0.631 -1.298  0.095
H -0.913 1.941 -1.420  0.077
H -2.529 1.461 -1.947  0.079
H -2.283 2.141 -0.321  0.077
C 2.333 -1.485 0.520  -0.085
C 1.746 -0.260 -0.127  -0.373
O 1.074 -0.506 -1.281  -0.101
H 1.549 -2.224 0.691  0.076
H 2.801 -1.229 1.470  0.074
H 3.093 -1.925 -0.131  0.074
H 2.421 0.600 -0.183  0.111
H 0.706 0.079 0.638  0.084
H 0.214 0.046 -1.265  0.061

=====

Entry 3:
ORCA calculation (ωB97M-V with the def2-TZVPD basis set) on an isolated molecule of C6H12O.

Computed properties:
**Highest occupied orbital energy**: -7.78 eV
**Energy above the lowest of the compared OMol25 structures with the same formula, charge and spin**: 106.0 kcal/mol
**Maximum force**: 0.5 eV/Å
**Frontier orbital gap**: 8.767 eV
**Total charge**: 0
**DFT total energy**: -310.89038 hartree

Last column: Löwdin charge in e.
Geometry (Å):
C -0.911 -1.903 0.449  -0.093
C -0.881 0.340 -0.592  0.021
C -1.660 1.327 0.199  -0.134
O -0.103 -0.772 0.838  -0.134
C 0.521 0.112 -0.165  -0.601
C 1.420 -0.622 -1.149  -0.033
C 1.307 1.212 0.539  -0.021
H -0.826 -2.600 1.280  0.089
H -0.568 -2.389 -0.468  0.083
H -1.968 -1.644 0.313  0.082
H -1.845 2.155 -0.502  0.094
H -1.230 1.734 1.123  0.065
H -2.651 0.912 0.424  0.075
H 1.737 0.082 -1.928  0.092
H 2.319 -1.004 -0.651  0.089
H 0.900 -1.443 -1.645  0.071
H 2.277 0.861 0.907  0.086
H 0.761 1.652 1.375  0.070
H 1.495 2.000 -0.203  0.097

=====

Entry 4:
ORCA calculation (ωB97M-V with the def2-TZVPD basis set) on an isolated molecule of C6H12O at a distorted geometry.

Computed properties:
**Highest occupied orbital energy**: -9.77 eV
**Energy above the lowest of the compared OMol25 structures with the same formula, charge and spin**: 52.2 kcal/mol
**Maximum force**: 4.7 eV/Å
**Frontier orbital gap**: 10.648 eV
**Total charge**: 0
**SMILES string**: CC[C@H](C)CC=O
**DFT total energy**: -310.97602 hartree

Last column: Löwdin charge in e.
Geometry (Å):
C -0.852 0.338 2.226  -0.173
C -1.221 0.028 0.875  -0.246
C 0.123 -0.148 -0.105  -0.380
C 0.943 1.134 -0.195  -0.071
C -0.215 -0.876 -1.452  -0.111
C 1.156 -0.932 -2.213  -0.207
O 2.056 -1.570 -1.646  0.005
H -0.800 1.451 2.552  0.104
H -1.634 -0.123 2.809  0.076
H 0.220 0.171 2.327  0.075
H -1.754 -0.909 0.843  0.096
H -1.863 0.872 0.554  0.117
H 0.695 -0.872 0.456  0.109
H 1.994 0.731 -0.259  0.092
H 0.583 1.630 -1.160  0.103
H 0.673 1.687 0.762  0.085
H -0.564 -1.843 -1.167  0.108
H -0.863 -0.196 -1.950  0.093
H 1.323 -0.570 -3.258  0.124